Entry 1:
Entry from the Open Molecules 2025 dataset: a molecular structure, C8H12NO in a non-equilibrium geometry (ωB97M-V/def2-TZVPD).

```
! wB97M-V def2-TZVPD RIJCOSX def2/J DEFGRID3
* xyz 1 1
C 0.3271 -1.6788 0.0993
C 1.3077 -0.6216 0.0379
C -0.6281 -0.0881 -1.4226
C -0.8019 -1.1968 -0.5101
C 0.1313 0.3343 -0.2044
C -2.1499 -1.5539 -0.0690
C -0.3699 1.3071 0.7074
C 3.0688 0.8715 0.2835
N 2.5623 -0.4810 0.1054
O 3.3083 -1.4666 0.1291
H 0.3546 -2.5436 0.7462
H 0.0430 -0.2578 -2.2221
H -1.5092 0.5701 -1.6931
H -2.2156 -2.2493 0.7175
H -2.7721 -1.9869 -0.9392
H -2.5836 -0.5819 0.1432
H 0.4662 1.6865 1.3425
H -1.1662 0.7917 1.3083
H -0.7961 2.0707 0.0325
H 3.8108 0.9989 -0.4231
H 3.6664 0.8630 1.0986
H 2.3224 1.6139 0.3580
*
```

Output
**HOMO energy (spin up / spin down)**: -12.67 / -12.67 eV
**Strongest force on any atom**: 0.0812 hartree/bohr
**Energy**: -441.5680 Ha
**Energy above the lowest of the compared OMol25 structures with the same formula, charge and spin**: 4.872 eV

=====

Entry 2:
Entry from the Open Molecules 2025 dataset: a gas-phase ion, C8H12NO3 (charge -1) in a non-equilibrium geometry (ωB97M-V/def2-TZVPD).

```
! wB97M-V def2-TZVPD RIJCOSX def2/J DEFGRID3
* xyz -1 1
C 0.6076 -2.0151 -1.1154
C 0.4941 -0.5168 -0.8565
C -0.3299 -0.1923 0.4312
C 0.5839 -0.1351 1.6620
O -1.2571 -1.2297 0.6861
C -2.6070 -1.2499 0.2024
O -3.1170 -2.3661 0.2588
C -3.1919 -0.0554 -0.2184
C -2.4221 1.1284 -0.1996
O -2.8457 2.2485 -0.5272
N -1.0736 1.0505 0.2612
C -0.3130 2.2729 0.2240
H 0.9879 -2.5296 -0.2357
H 1.2779 -2.2081 -1.9544
H -0.3717 -2.4246 -1.3437
H -0.0097 -0.0471 -1.7045
H 1.4916 -0.0784 -0.7624
H 0.9709 -1.1349 1.8413
H -0.0029 0.1689 2.5270
H 1.4096 0.5582 1.5148
H -4.2071 -0.0338 -0.5646
H 0.5739 2.1870 -0.4136
H -0.9831 3.0305 -0.1893
H -0.0028 2.5853 1.2292
*
```

Output
**HOMO energy**: -3.40 eV
**Strongest force on any atom**: 0.0249 hartree/bohr
**Energy**: -592.5872 Ha
**Energy above the lowest of the compared OMol25 structures with the same formula, charge and spin**: 0.000 eV
**SMILES**: CC[C@]1(C)OC([O-])=CC(=O)N1C

=====

Entry 3:
Entry from the Open Molecules 2025 dataset: a gas-phase ion, C8H12NO3 (charge +1) in a non-equilibrium geometry (ωB97M-V/def2-TZVPD).

```
! wB97M-V def2-TZVPD RIJCOSX def2/J DEFGRID3
* xyz 1 1
C 0.5203 -3.3882 1.3134
C -0.1632 -2.3241 1.0312
C -0.6339 0.4564 -0.8121
C -0.0465 -1.7231 -0.4607
C 1.2565 -1.0152 -0.8151
C 0.8504 0.5462 -0.6520
C 1.4642 2.3467 0.8233
C -2.8715 1.2502 -0.7461
N 0.9707 0.9780 0.7051
O 1.1865 -4.2935 1.6206
O -1.1033 -0.6807 -0.3829
O -1.4291 1.4748 -0.9051
H -0.3433 -2.4400 -1.1788
H -0.9982 -1.9781 1.6417
H 2.1439 -1.2891 -0.2734
H 1.6321 -1.3385 -1.8301
H 1.0732 1.4514 -1.3655
H 0.6426 3.0573 0.5548
H 1.6738 2.4604 1.9310
H 2.5223 2.3616 0.4986
H -3.2017 1.3497 -1.8507
H -3.2540 2.1324 -0.1358
H -3.1282 0.3126 -0.2427
H 1.2362 0.2928 1.5312
*
```

Output
**HOMO energy**: -12.95 eV
**Strongest force on any atom**: 0.0722 hartree/bohr
**Energy**: -592.1343 Ha
**Energy above the lowest of the compared OMol25 structures with the same formula, charge and spin**: 2.492 eV

=====

Entry 4:
Entry from the Open Molecules 2025 dataset: a gas-phase ion, C8H12NO5 (charge -1) in a non-equilibrium geometry (ωB97M-V/def2-TZVPD).

```
! wB97M-V def2-TZVPD RIJCOSX def2/J DEFGRID3
* xyz -1 1
C -1.3648 1.7376 1.5737
C -0.9210 1.5383 0.1330
O -0.8250 2.3146 -0.7785
C -0.3209 -0.2184 0.0341
N -1.1308 -1.1421 0.3942
O -0.8241 -2.3388 0.5376
O -2.3593 -0.7514 0.6844
C -3.3218 0.0348 -0.5719
O -4.4062 0.1293 -0.1146
O -2.6890 0.0850 -1.5622
C 1.1379 -0.4269 -0.2878
C 1.8369 -1.6204 0.3590
C 1.9728 0.7755 0.0809
C 1.1973 -0.5953 -1.8331
H -0.4190 1.3846 2.0248
H -2.2054 1.0270 1.8799
H -1.5022 2.7251 1.7471
H 2.9017 -1.5759 0.0631
H 1.7134 -1.4750 1.5430
H 1.4479 -2.6327 0.2724
H 1.6022 1.4880 -0.6634
H 2.9724 0.5320 -0.1449
H 1.9925 1.2321 1.0084
H 0.7767 0.2264 -2.3288
H 2.2439 -0.9499 -2.0937
H 0.4938 -1.5035 -1.9569
*
```

Output
**HOMO energy**: -4.42 eV
**Strongest force on any atom**: 0.0817 hartree/bohr
**Energy**: -742.8960 Ha
**Energy above the lowest of the compared OMol25 structures with the same formula, charge and spin**: 3.501 eV
**SMILES**: CC(=O)/C(=[N+](/[O-])OC(=O)[O-])C(C)(C)C

=====

Entry 5:
Entry from the Open Molecules 2025 dataset: a single C8H12NOP molecule in a non-equilibrium geometry (ωB97M-V/def2-TZVPD).

```
! wB97M-V def2-TZVPD RIJCOSX def2/J DEFGRID3
* xyz 0 1
C 3.5163 -1.0124 -0.6220
C 2.2225 -1.7335 -0.2086
O 1.1481 -0.7136 -0.5608
P -0.3269 -1.3753 -0.5770
N -0.7067 -0.9078 -2.2020
C -1.1693 0.0808 0.2450
C -1.0390 1.3819 -0.2600
C -1.5178 2.4420 0.4010
C -2.1542 2.2465 1.6163
C -2.3063 1.0110 2.1719
C -1.8877 -0.1543 1.3766
H 3.4634 -0.7711 -1.6234
H 3.4942 -0.1005 -0.1198
H 4.4635 -1.3812 -0.2173
H 2.2885 -1.9250 0.8987
H 1.8296 -2.6423 -0.8713
H -0.4566 -1.7590 -2.8935
H -1.7087 -0.8383 -2.3580
H -0.5247 1.5021 -1.2392
H -1.4531 3.4413 -0.1302
H -2.5803 3.2456 2.1482
H -2.4871 1.0236 3.2373
H -2.1077 -1.0604 1.7883
*
```

Output
**HOMO energy**: -8.56 eV
**Strongest force on any atom**: 0.0934 hartree/bohr
**Energy**: -783.3375 Ha
**Energy above the lowest of the compared OMol25 structures with the same formula, charge and spin**: 0.539 eV
**SMILES**: CCOP(N)c1ccccc1

=====

Entry 6:
Entry from the Open Molecules 2025 dataset: a gas-phase ion, C8H12NS (charge +1) in a non-equilibrium geometry (ωB97M-V/def2-TZVPD).

```
! wB97M-V def2-TZVPD RIJCOSX def2/J DEFGRID3
* xyz 1 1
C -1.0109 -2.9716 0.8919
C -0.8220 -1.6685 0.4985
C -0.3913 -0.6850 1.5733
C -0.3797 0.6424 1.5703
S -0.0006 1.5994 2.9806
N -0.8835 1.6379 0.5377
C -0.9103 1.5746 -0.7662
C -0.3827 0.5574 -1.6849
C 0.9111 0.2239 -1.9554
C 2.3366 0.7854 -1.5668
H -1.0597 -3.7055 0.1286
H -0.9981 -3.3382 1.9122
H -0.9220 -1.3847 -0.5408
H -0.0052 -1.0546 2.5415
H -0.5647 0.7798 3.8278
H -1.2590 2.4880 1.0683
H -1.3066 2.4477 -1.3513
H -1.0651 0.0768 -2.3172
H 0.7999 -0.6219 -2.7115
H 2.3032 1.3657 -0.5729
H 2.6272 1.4083 -2.4191
H 2.9833 -0.1575 -1.6448
*
```

Output
**HOMO energy**: -12.46 eV
**Strongest force on any atom**: 0.0611 hartree/bohr
**Energy**: -764.5964 Ha
**Energy above the lowest of the compared OMol25 structures with the same formula, charge and spin**: 3.146 eV
**SMILES**: C=C\C=C(S)/[NH+]=C\C=C/C

=====

Entry 7:
Entry from the Open Molecules 2025 dataset: a molecular structure, C8H12O in a non-equilibrium geometry (ωB97M-V/def2-TZVPD).

```
! wB97M-V def2-TZVPD RIJCOSX def2/J DEFGRID3
* xyz 0 1
C -3.3490 -1.0016 -0.0915
C -2.2979 -0.4795 -0.1077
C -0.7902 2.0146 -0.6670
C -0.6460 0.7191 -0.0592
C 0.6908 -1.3885 -0.9894
C 0.5106 -0.6811 1.3957
C 1.8540 0.7961 -0.0038
C 0.6032 -0.1368 -0.0608
O -0.7157 1.7751 0.7668
H -4.2758 -1.5435 0.1054
H 0.0603 2.2228 -1.3225
H -1.7859 2.3717 -0.8801
H 1.7770 -1.7314 -0.8600
H 0.5430 -1.2610 -2.1255
H 0.0723 -2.1855 -0.5883
H 0.5114 0.0640 2.1083
H -0.3665 -1.2239 1.5623
H 1.2522 -1.4073 1.5719
H 1.6809 1.6703 0.7233
H 2.0934 1.2879 -0.8623
H 2.5778 0.1185 0.3843
*
```

Output
**HOMO energy**: -9.96 eV
**Strongest force on any atom**: 0.1501 hartree/bohr
**Energy**: -387.0375 Ha
**Energy above the lowest of the compared OMol25 structures with the same formula, charge and spin**: 6.135 eV

=====

Entry 8:
Entry from the Open Molecules 2025 dataset: a single C8H12O2 molecule in a non-equilibrium geometry (ωB97M-V/def2-TZVPD).

```
! wB97M-V def2-TZVPD RIJCOSX def2/J DEFGRID3
* xyz 0 1
C -0.7146 -1.4968 -2.6978
C -0.9293 -1.0856 -1.4058
C 0.8486 -0.1269 1.6245
C 0.4021 1.2008 0.9586
C 0.1550 -1.3138 0.9319
C 0.5824 0.9599 -0.5269
C 0.0504 -1.1131 -0.4585
C -1.0269 1.4537 1.3775
O 1.1044 -1.8462 0.0462
O 1.8800 1.2157 -0.8991
H -1.5437 -1.3827 -3.3559
H 0.1024 -2.1457 -3.1385
H -1.9310 -0.5997 -1.1885
H 1.8754 -0.3706 1.3974
H 0.6374 -0.0230 2.6383
H 1.1184 2.0277 1.3612
H -0.3640 -1.9822 1.5862
H -0.1891 1.5220 -1.1443
H -1.5436 2.0155 0.6744
H -1.1751 1.9527 2.3709
H -1.4835 0.3989 1.5312
H 2.1444 0.7393 -1.6831
*
```

Output
**HOMO energy**: -7.74 eV
**Strongest force on any atom**: 0.1053 hartree/bohr
**Energy**: -462.3238 Ha
**Energy above the lowest of the compared OMol25 structures with the same formula, charge and spin**: 4.967 eV

=====

Entry 9:
Entry from the Open Molecules 2025 dataset: a molecular structure, C8H12O2Si in a non-equilibrium geometry (ωB97M-V/def2-TZVPD).

```
! wB97M-V def2-TZVPD RIJCOSX def2/J DEFGRID3
* xyz 0 1
C 0.6945 -1.5273 -2.5926
C 0.4196 -2.0316 -1.3339
C 0.5625 -0.1795 -2.1145
C -0.0410 -0.7705 -0.7875
C 1.2837 -2.1216 -3.8476
C -2.3284 1.8139 2.6832
C 0.4787 2.2967 1.1708
C -0.0449 -0.2716 3.2140
O 1.1675 0.8344 -2.3414
O -0.5656 -0.4598 0.2525
Si -0.5583 1.1074 2.2117
H 1.6340 -3.0908 -3.6390
H 2.2565 -1.5801 -4.1703
H 0.5962 -2.0625 -4.6624
H -2.9107 0.9243 2.5522
H -2.5109 2.2286 3.6335
H -2.7863 2.4983 1.9336
H -0.2779 2.6004 0.2396
H 1.1220 3.0972 1.4372
H 1.0867 1.6462 0.5400
H 0.7553 -0.9349 2.7917
H 0.6242 -3.0634 -0.8930
H -0.6575 -0.9539 3.7221
*
```

Output
**HOMO energy (spin up / spin down)**: -6.94 / -6.94 eV
**Strongest force on any atom**: 0.0897 hartree/bohr
**Energy**: -751.8330 Ha
**Energy above the lowest of the compared OMol25 structures with the same formula, charge and spin**: 2.628 eV

=====

Entry 10:
Entry from the Open Molecules 2025 dataset: 2 unconnected molecules or ions with the total composition C8H12O6 in a non-equilibrium geometry (ωB97M-V/def2-TZVPD).

```
! wB97M-V def2-TZVPD RIJCOSX def2/J DEFGRID3
* xyz 1 2
C 1.0634 -2.6482 3.2232
C 0.4683 -1.8162 2.0247
C -0.4031 -2.5550 0.8804
O -1.6026 -1.8445 0.8085
C -1.6906 -0.9678 1.8709
O -2.6561 -0.2947 2.1276
O -0.5246 -0.8973 2.4864
H 1.4006 -1.9737 4.0103
H 1.7576 -3.4001 2.8482
H 0.2270 -3.1607 3.6986
H 1.3036 -1.3448 1.5069
H -0.5850 -3.5662 1.2445
H 0.1560 -2.4418 -0.0484
C 0.2237 3.4248 -3.0816
C -0.0283 2.6069 -1.7504
C -0.7419 1.2584 -2.0725
O -0.0538 0.2921 -1.3939
C 1.0610 0.7754 -0.9091
O 1.9653 0.1320 -0.3347
O 1.1107 2.1784 -0.9836
H -0.7028 3.9393 -3.3368
H 0.4237 2.7688 -3.9288
H 1.0306 4.1337 -2.8959
H -0.7690 3.1035 -1.1237
H -0.6593 1.0802 -3.1447
H -1.7745 1.2177 -1.7258
*
```

Output
**HOMO energy (spin up / spin down)**: -14.63 / -14.44 eV
**Strongest force on any atom**: 0.0852 hartree/bohr
**Energy**: -763.0839 Ha
**Energy above the lowest of the compared OMol25 structures with the same formula, charge and spin**: 0.000 eV